203
Properties=species:S:1:pos:R:3:mulliken_charge:R:1 method="wB97M-V/def2-TZVPD" e_lumo_ev=0.35 total_energy_ev=-93441.70824 homo_ev=-7.80 smiles=CC1(C)CCCC(C)(C)N1O.CC1(C)CCCC(C)(C)N1O.COC[C@H](C)N.COC[C@H](C)N.COC[C@H](C)N.COC[C@H](C)N.COC[C@H](C)N.COC[C@H](C)N.COC[C@H](C)N.COCCNCCOC homo_lumo_gap_ev=8.154 multiplicity=1 charge=0
C -0.82324 -13.03158 -10.62637 -1.264
C -1.00486 -13.15635 -12.16174 2.129
C -2.32758 -13.89867 -12.57055 -1.537
C -1.25874 -11.81166 -12.84064 -0.927
C 0.00300 -10.95688 -12.96833 -0.882
C 1.05471 -11.70402 -13.65221 -1.530
C 1.39614 -13.13230 -13.17494 1.866
C 2.14961 -13.79425 -14.30673 -2.078
C 2.41514 -13.00827 -11.97594 -1.708
N 0.21642 -13.86601 -12.83554 0.309
O 0.31528 -15.19780 -12.46505 0.259
H -0.99266 -14.01959 -10.19831 -0.142
H 0.16306 -12.71722 -10.28507 0.285
H -1.48877 -12.30192 -10.16512 0.450
H -3.18027 -13.22691 -12.47174 0.534
H -2.36815 -14.24252 -13.60410 0.102
H -2.40092 -14.79747 -11.95828 -0.132
H -1.80733 -11.84523 -13.78193 -0.508
H -1.87124 -11.16762 -12.20964 0.501
H -0.22211 -10.07626 -13.56994 0.457
H 0.20518 -10.69608 -11.92949 0.361
H 1.96273 -11.10216 -13.68934 0.413
H 0.85291 -11.79580 -14.71942 0.543
H 1.60147 -14.03054 -15.21876 0.219
H 2.58023 -14.75979 -14.04140 0.460
H 2.94480 -13.14806 -14.67848 0.439
H 3.39993 -12.66959 -12.29776 0.413
H 2.35568 -14.05761 -11.68705 0.342
H 2.14979 -12.36257 -11.13883 0.305
H 0.12987 -15.77009 -13.21319 0.052
C -1.91333 -13.77668 -20.06775 -1.617
C -2.80141 -12.75729 -19.27235 1.451
C -2.12271 -11.38401 -19.00432 -1.793
C -4.00424 -12.45535 -20.18977 -1.472
C -5.03484 -11.72502 -19.34215 -0.660
C -5.44495 -12.58561 -18.22493 -0.979
C -4.32471 -12.96463 -17.18655 1.686
C -4.06354 -11.72045 -16.24028 -1.173
C -4.85403 -14.18151 -16.26178 -1.406
N -3.11466 -13.44808 -17.91972 0.133
O -1.96186 -13.66485 -17.16758 -0.059
H -2.40888 -13.95853 -21.02140 0.418
H -0.99487 -13.25609 -20.33888 0.377
H -1.53570 -14.67637 -19.58188 0.260
H -1.22215 -11.55930 -18.41579 0.355
H -1.82388 -10.78588 -19.86515 0.421
H -2.78568 -10.71084 -18.46079 0.360
H -3.66692 -11.83720 -21.02176 0.459
H -4.48282 -13.34617 -20.59660 0.443
H -4.70974 -10.73507 -19.02214 0.400
H -5.87279 -11.64325 -20.03443 0.369
H -5.92106 -13.52008 -18.52187 0.394
H -6.10858 -11.84675 -17.77571 0.330
H -3.61774 -10.86931 -16.75499 0.376
H -3.51641 -12.01946 -15.34623 -0.203
H -5.02858 -11.46544 -15.80238 0.472
H -4.03974 -14.57867 -15.65573 -0.415
H -5.10817 -15.07295 -16.83524 0.540
H -5.65337 -13.95671 -15.55565 0.494
H -2.19002 -14.56280 -16.91614 0.244
C -2.94066 -17.43929 -5.46753 -0.879
O -2.49688 -16.51933 -6.39430 -0.346
C -1.41308 -17.14992 -7.11619 -0.507
C -1.47224 -16.45309 -8.46403 0.322
C -2.82279 -16.66426 -9.18440 -1.267
N -0.36936 -16.94106 -9.33734 -0.136
H -2.13373 -17.78226 -4.81998 0.350
H -3.45895 -18.34682 -5.77715 0.302
H -3.48869 -17.04909 -4.60991 0.345
H -0.45435 -17.10378 -6.59966 0.487
H -1.60510 -18.20933 -7.28613 0.115
H -1.30555 -15.38861 -8.29914 0.088
H -3.02704 -17.70839 -9.42141 0.211
H -3.21409 -15.99295 -9.94882 0.256
H -3.59823 -16.52851 -8.43051 0.529
H 0.46427 -16.66404 -8.83894 0.279
H -0.33271 -16.52285 -10.25596 -0.062
C 4.42859 -23.06060 -8.89443 -0.915
O 4.29670 -22.12081 -9.88792 -0.209
C 5.47947 -21.96727 -10.72477 -1.706
C 5.16587 -21.13582 -11.88885 2.902
C 6.44677 -20.60616 -12.58828 -1.585
N 4.42802 -19.95714 -11.49280 -0.588
H 3.80497 -23.88881 -9.23099 0.217
H 4.01951 -22.55540 -8.01949 0.246
H 5.44360 -23.45510 -8.84741 0.485
H 6.35790 -21.57926 -10.20910 0.470
H 5.77398 -22.98432 -10.98357 0.705
H 4.65776 -21.77756 -12.60864 -1.510
H 7.28999 -21.28364 -12.45373 0.429
H 6.71190 -19.59655 -12.27445 0.372
H 6.20160 -20.57404 -13.64986 0.292
H 4.98265 -19.34368 -10.91302 0.368
H 3.85731 -20.46720 -10.83384 0.124
C 3.12824 -20.59198 -17.14482 -0.475
O 4.37290 -20.05011 -16.67430 -0.426
C 4.22267 -18.62034 -16.56789 -0.165
C 5.56348 -17.91550 -16.26063 0.284
C 5.48093 -16.80481 -15.23205 -1.103
N 5.94648 -17.25014 -17.47173 -0.844
H 2.95765 -20.18745 -18.14249 0.357
H 2.39398 -20.52189 -16.34229 -0.115
H 2.96333 -21.66572 -17.23417 0.337
H 3.76129 -18.25386 -17.48490 0.398
H 3.32739 -18.46902 -15.96483 -0.085
H 6.35624 -18.57834 -15.91382 0.404
H 5.04789 -17.35203 -14.39471 0.254
H 4.79016 -16.01572 -15.52918 0.181
H 6.48507 -16.40881 -15.08045 0.384
H 5.11805 -16.67835 -17.55452 0.324
H 5.82041 -17.86172 -18.26557 0.290
C -0.51503 -24.75842 -10.61135 -0.988
O 0.71407 -24.13918 -11.03052 -0.264
C 0.79563 -23.87262 -12.48620 -1.267
C 2.18991 -23.32871 -12.72967 1.944
C 2.56737 -23.32362 -14.19752 -1.441
N 3.18372 -24.19621 -12.10741 -0.747
H -0.83261 -25.59345 -11.23583 0.426
H -1.37392 -24.09222 -10.69249 0.237
H -0.37461 -25.13200 -9.59705 0.327
H 0.72719 -24.82684 -13.00858 0.531
H 0.08066 -23.17936 -12.92926 0.287
H 2.23011 -22.35912 -12.23329 -0.417
H 3.47121 -22.73568 -14.35719 0.304
H 1.76999 -22.89582 -14.80522 0.099
H 2.62610 -24.37236 -14.48872 0.461
H 2.85785 -24.37262 -11.16784 0.328
H 4.05935 -23.69298 -12.09575 0.180
C -0.54205 -16.99972 -15.96845 -0.772
O 0.05969 -17.57656 -14.77304 0.383
C -0.20469 -18.91297 -14.60356 -0.852
C 0.62819 -19.47991 -13.37225 0.861
C 0.18822 -18.89254 -12.05365 0.694
N 2.02237 -19.58939 -13.70985 0.583
H -1.58693 -16.73742 -15.80254 0.089
H -0.22705 -17.57512 -16.83896 0.462
H -0.06222 -16.02141 -15.99647 0.040
H -1.27353 -18.95580 -14.39418 -0.202
H 0.03890 -19.39835 -15.54863 0.556
H 0.56315 -20.56795 -13.36557 -0.320
H -0.78364 -19.26956 -11.73517 0.121
H 0.05260 -17.82287 -12.21339 -1.359
H 1.01566 -18.98978 -11.35081 0.332
H 2.62943 -20.12125 -13.10264 -0.573
H 2.53051 -18.72665 -13.84240 -0.020
C -3.50582 -22.12629 -9.37177 -0.782
O -2.44972 -21.61467 -8.61243 -0.595
C -1.29119 -21.04933 -9.29884 0.209
C -0.10357 -21.34146 -8.36769 0.353
C 1.24923 -21.14835 -9.08039 -0.443
N -0.16643 -22.78328 -7.96486 -0.901
H -3.88298 -21.47811 -10.16279 0.260
H -4.32232 -22.24227 -8.65905 0.403
H -3.27656 -23.11170 -9.77736 0.195
H -1.22272 -21.45612 -10.30777 0.294
H -1.47403 -19.97664 -9.36208 -0.019
H -0.22055 -20.77704 -7.44257 0.295
H 2.08009 -21.12883 -8.37513 0.326
H 1.32703 -20.24438 -9.68444 0.064
H 1.34038 -22.01198 -9.73914 -0.208
H -1.17054 -22.88601 -7.92849 0.475
H 0.09909 -23.17846 -8.85560 0.085
C -6.23776 -19.13840 -15.99844 -0.802
O -6.01698 -18.23945 -14.91693 -0.471
C -4.80094 -18.46352 -14.15847 0.190
C -4.90677 -17.58364 -12.87692 0.604
C -6.07896 -17.88289 -11.93155 -1.721
N -5.11449 -16.12921 -13.26771 -0.447
H -6.52913 -18.58747 -16.89268 0.292
H -7.07214 -19.79187 -15.74369 0.242
H -5.32099 -19.65509 -16.28245 0.295
H -4.77706 -19.47028 -13.74139 -0.342
H -4.03627 -18.25077 -14.90554 0.600
H -4.06070 -17.63265 -12.19146 -0.017
H -5.90973 -18.84820 -11.45443 0.370
H -7.06727 -17.95144 -12.38613 0.378
H -6.05541 -17.27406 -11.02774 0.444
H -6.11448 -16.02903 -13.36805 0.355
H -4.82957 -15.99338 -14.22712 -0.065
C -8.33487 -25.75000 -13.67353 -0.816
O -7.68776 -24.73148 -12.89743 -0.320
C -7.63372 -23.43547 -13.51466 -0.673
C -6.76394 -22.58908 -12.59473 -0.302
N -5.49905 -23.15151 -12.08850 -0.117
C -4.62350 -23.47539 -13.19582 -1.064
C -4.11157 -22.25524 -13.98175 0.416
O -2.88971 -22.69536 -14.54468 -0.480
C -1.98661 -21.70415 -15.05395 -0.691
H -8.56155 -25.33742 -14.65663 0.321
H -9.35127 -26.00397 -13.37268 0.301
H -7.65302 -26.58608 -13.82894 0.280
H -8.58631 -22.92798 -13.66673 0.438
H -7.07843 -23.50464 -14.45006 0.372
H -7.37763 -22.19924 -11.78263 0.490
H -6.38942 -21.68665 -13.07791 -0.110
H -5.66532 -23.93914 -11.47851 0.320
H -5.00735 -24.18688 -13.92695 0.159
H -3.82896 -24.02942 -12.69596 0.413
H -3.85219 -21.53863 -13.20246 -0.085
H -4.80888 -21.84395 -14.71160 0.283
H -2.27253 -21.33495 -16.03886 0.449
H -0.96327 -22.03858 -15.22435 0.275
H -1.81258 -20.91297 -14.32467 0.087